1.
{
  "formula": "C4H8O2",
  "method": "wB97M-V/def2-TZVPD",
  "homo_ev": -9.8,
  "smiles": "O[C@H]1CCOC1",
  "total_energy_ev": -8371.7205,
  "e_lumo_ev": 1.0,
  "de_lowest_kj_mol": 150.6,
  "symbols": ["O", "C", "C", "C", "O", "C", "H", "H", "H", "H", "H", "H", "H", "H"],
  "coordinates": [[0.9219, -0.9816, -1.5714], [0.5190, 0.1725, -0.8684], [-0.9797, 0.1565, -0.5023], [-0.9560, -0.1693, 1.0071], [0.3608, -0.5669, 1.3179], [1.1328, 0.3090, 0.5320], [0.7953, -1.7316, -0.9765], [0.7925, 1.0080, -1.5101], [-1.5203, -0.5565, -1.1295], [-1.4318, 1.1411, -0.6480], [-1.6173, -0.9894, 1.3227], [-1.0434, 0.8510, 1.5150], [0.8452, 1.3937, 0.9059], [2.1811, -0.0365, 0.6055]],
  "mulliken_charge": [-0.55, 0.01, -0.53, -0.52, -0.41, -0.48, 0.36, 0.40, 0.30, 0.27, 0.31, 0.30, 0.25, 0.31]
}

=====

2.
{
  "formula": "C11H10N2O2",
  "method": "wB97M-V/def2-TZVPD",
  "homo_ev": [-9.7, -9.7],
  "total_energy_ev": -18639.0385,
  "e_lumo_ev": [-2.8, -2.6],
  "de_lowest_kj_mol": 539.6,
  "symbols": ["C", "C", "C", "C", "C", "C", "C", "C", "C", "C", "C", "N", "N", "O", "O", "H", "H", "H", "H", "H", "H", "H", "H", "H", "H"],
  "coordinates": [[2.3436, -2.4888, 0.2712], [1.5235, -3.1183, -0.6172], [2.0451, -1.2503, 0.8576], [0.2039, -2.6073, -0.6305], [0.8085, -0.7600, 0.7133], [-0.1533, -1.3959, -0.0414], [0.7179, 0.6218, 1.5412], [-1.5764, -0.8680, -0.3553], [-1.0112, 1.5931, 0.0210], [-2.1071, 2.6958, 0.3050], [-0.2111, 2.1475, -1.1660], [-0.2839, 1.3733, 1.2326], [-1.6821, 0.3988, -0.1691], [1.5338, 0.6646, 2.4586], [-2.4597, -1.6229, -0.7974], [3.2924, -2.9573, 0.5198], [1.9950, -4.0282, -1.0416], [2.7324, -0.6748, 1.4852], [-0.5710, -3.2044, -1.2763], [-2.6536, 2.3221, 1.0921], [-2.7814, 2.6772, -0.5885], [-1.7858, 3.6622, 0.5350], [0.3960, 2.9454, -0.9443], [-0.8757, 2.4319, -1.9997], [0.5602, 1.4426, -1.4053]],
  "mulliken_charge": [-0.32, -0.55, -0.76, -0.32, 0.61, 0.48, 0.36, 0.21, 1.51, -1.73, -1.63, -0.36, -0.16, -0.61, -0.67, 0.36, 0.32, 0.45, 0.31, 0.46, 0.40, 0.43, 0.47, 0.36, 0.38]
}

=====

3.
{
  "formula": "C4H7NO",
  "method": "wB97M-V/def2-TZVPD",
  "homo_ev": -9.6,
  "smiles": "C1=NCCCO1",
  "total_energy_ev": -7798.4536,
  "e_lumo_ev": 1.0,
  "de_lowest_kj_mol": 114.9,
  "symbols": ["C", "N", "C", "C", "C", "O", "H", "H", "H", "H", "H", "H", "H"],
  "coordinates": [[-1.0083, 1.3574, -0.2838], [0.2236, 1.5783, -0.4397], [1.1821, 0.5363, -0.1070], [0.5920, -0.7747, 0.4406], [-0.8442, -0.9678, -0.0242], [-1.6273, 0.2192, 0.1098], [-1.7402, 2.1426, -0.4722], [1.8597, 0.9649, 0.6406], [1.7939, 0.3539, -0.9975], [0.6218, -0.7765, 1.5346], [1.1841, -1.6325, 0.1011], [-0.8799, -1.2769, -1.0764], [-1.3571, -1.7243, 0.5741]],
  "mulliken_charge": [0.09, -0.54, -0.43, -0.46, -0.47, -0.36, 0.38, 0.27, 0.31, 0.27, 0.33, 0.30, 0.30]
}